Entry 1:
This record from the Open Molecules 2025 dataset describes a molecular structure, C19H24NO2OsS4. The level of theory is ωB97M-V/def2-TZVPD.

```
51
Properties=species:S:1:pos:R:3
Os -2.199 -0.939 -1.076
C -0.694 -2.829 1.419
C -2.196 -2.921 1.672
S -3.265 -1.579 1.094
C -2.893 -0.175 2.200
C -2.905 1.173 1.488
S -1.838 1.382 0.023
C -0.165 1.641 0.639
C 1.066 -0.903 0.232
S -0.214 -2.107 -0.198
H -0.282 -3.838 1.417
H -0.180 -2.272 2.201
H -2.372 -3.050 2.741
H -2.625 -3.796 1.182
H -1.950 -0.382 2.703
H -3.679 -0.159 2.956
H -2.667 1.977 2.188
H -3.898 1.398 1.090
H -0.172 2.470 1.351
H 0.444 1.922 -0.222
H 1.942 -1.429 0.616
H 1.335 -0.387 -0.690
N -3.382 -1.269 -2.835
C -2.529 -0.958 -4.005
C -1.898 0.275 -4.057
C -1.085 0.567 -5.144
C -0.915 -0.373 -6.152
C -1.561 -1.600 -6.082
C -2.380 -1.903 -5.001
H -3.715 -2.230 -2.914
H -4.218 -0.681 -2.831
H -2.097 1.037 -3.307
H -0.608 1.535 -5.218
H -0.292 -0.141 -7.004
H -1.440 -2.324 -6.877
H -2.894 -2.857 -4.954
O 6.750 2.921 3.054
C 5.699 2.559 3.794
O 5.704 2.665 4.980
C 4.467 1.980 3.104
C 3.499 1.475 3.967
C 2.325 0.938 3.471
C 2.144 0.930 2.087
S 0.621 0.275 1.532
C 3.094 1.433 1.197
C 4.261 1.955 1.724
H 6.653 2.752 2.113
H 3.692 1.519 5.032
H 1.577 0.539 4.145
H 2.943 1.427 0.124
H 4.993 2.353 1.033
```

Computed properties:
2S+1	5
E_tot	-71456.1945	eV
net charge	+3

Atomic charges from the Löwdin analysis, expressed in e, are listed below:
1. Os 0.952
2. C -0.435
3. C -0.464
4. S 0.843
5. C -0.452
6. C -0.457
7. S 0.831
8. C -0.582
9. C -0.589
10. S 0.811
11. H 0.107
12. H 0.074
13. H 0.115
14. H 0.099
15. H 0.070
16. H 0.110
17. H 0.113
18. H 0.102
19. H 0.096
20. H 0.080
21. H 0.095
22. H 0.080
23. N -0.074
24. C -0.331
25. C -0.080
26. C -0.044
27. C -0.029
28. C -0.021
29. C -0.013
30. H 0.117
31. H 0.132
32. H 0.092
33. H 0.122
34. H 0.128
35. H 0.131
36. H 0.129
37. O 0.176
38. C -0.455
39. O 0.181
40. C -0.052
41. C 0.047
42. C -0.034
43. C -0.444
44. S 1.103
45. C -0.045
46. C 0.031
47. H 0.108
48. H 0.147
49. H 0.125
50. H 0.124
51. H 0.134

=====

Entry 2:
This record from the Open Molecules 2025 dataset describes a molecular structure, C19H25CaN5O12P2S at a distorted geometry. The level of theory is ωB97M-V/def2-TZVPD.

```
65
Properties=species:S:1:pos:R:3
Ca 0.799 0.790 -1.056
C 4.933 2.612 0.360
C 3.842 1.582 0.604
O 4.138 0.696 1.688
P 2.266 2.340 1.114
O 2.195 3.762 0.412
O 2.425 2.752 2.639
O 1.049 1.526 0.867
P 3.550 0.625 -0.958
O 2.563 -0.588 -0.413
O 4.807 0.066 -1.473
O 2.608 1.459 -1.786
H 5.151 3.187 1.260
H 4.625 3.286 -0.439
H 5.835 2.091 0.034
H 4.977 0.261 1.487
H 1.806 4.427 1.004
H 2.698 2.026 3.224
H 3.074 -1.286 0.013
O -4.017 -2.206 5.452
S -4.233 -3.640 5.452
O -5.312 -4.099 4.588
O -4.153 -4.271 6.748
C -2.832 -4.297 4.465
N -2.332 -5.510 4.693
C -1.406 -5.939 3.848
C -0.917 -5.160 2.806
C -1.487 -3.901 2.670
N -2.455 -3.491 3.481
C -1.091 -2.910 1.655
C -0.408 -3.225 0.481
C -0.106 -2.213 -0.407
N -0.440 -0.930 -0.219
C -1.110 -0.642 0.906
C -1.450 -1.577 1.856
H -1.035 -6.945 4.011
H -0.120 -5.517 2.168
H -0.131 -4.245 0.255
H 0.445 -2.444 -1.314
H -1.364 0.404 1.049
H -2.014 -1.320 2.743
C 2.002 -1.515 -3.989
C 0.975 -0.413 -4.181
O 0.127 -0.234 -3.025
H 2.578 -1.644 -4.905
H 1.515 -2.466 -3.763
H 2.691 -1.255 -3.186
H 0.352 -0.618 -5.053
H 1.479 0.542 -4.329
H -0.420 -1.022 -2.930
N -4.756 2.807 -0.794
C -4.186 3.688 -1.648
O -4.799 4.620 -2.128
C -2.735 3.480 -1.996
C -2.161 4.390 -2.882
C -0.833 4.247 -3.237
C -0.108 3.201 -2.692
N -0.646 2.322 -1.843
C -1.931 2.462 -1.509
H -5.722 2.955 -0.554
H -4.279 2.032 -0.375
H -2.782 5.187 -3.268
H -0.364 4.935 -3.926
H 0.942 3.056 -2.927
H -2.311 1.709 -0.827
```

Computed properties:
2S+1	1
energy relative to the best compared isomer or geometry (same formula, charge and spin)	1.1743	eV

Atomic charges from the Löwdin analysis, expressed in e, are listed below:
1. Ca 1.336
2. C -0.055
3. C -0.586
4. O -0.054
5. P 0.504
6. O -0.084
7. O -0.074
8. O -0.392
9. P 0.302
10. O -0.233
11. O -0.250
12. O -0.434
13. H 0.096
14. H 0.091
15. H 0.092
16. H 0.114
17. H 0.113
18. H 0.110
19. H 0.106
20. O -0.374
21. S 0.392
22. O -0.361
23. O -0.353
24. C -0.330
25. N 0.134
26. C -0.114
27. C -0.002
28. C -0.235
29. N 0.152
30. C -0.115
31. C 0.014
32. C -0.142
33. N -0.088
34. C -0.126
35. C 0.036
36. H 0.109
37. H 0.099
38. H 0.114
39. H 0.103
40. H 0.104
41. H 0.129
42. C -0.060
43. C -0.260
44. O -0.204
45. H 0.087
46. H 0.079
47. H 0.059
48. H 0.120
49. H 0.113
50. H 0.090
51. N 0.187
52. C -0.495
53. O 0.072
54. C -0.093
55. C 0.027
56. C -0.016
57. C -0.111
58. N -0.070
59. C -0.057
60. H 0.123
61. H 0.091
62. H 0.129
63. H 0.116
64. H 0.113
65. H 0.109

=====

Entry 3:
This record from the Open Molecules 2025 dataset describes a molecular structure, C19H25Cl2N4O3SW at a distorted geometry. The level of theory is ωB97M-V/def2-TZVPD.

```
55
Properties=species:S:1:pos:R:3
W 0.799 0.333 0.406
O 1.098 0.153 2.312
N 2.284 0.410 2.922
C 2.322 0.490 4.267
C 3.515 0.651 4.919
C 4.699 0.710 4.172
C 4.638 0.638 2.797
C 3.404 0.494 2.156
S 3.230 0.395 0.438
H 1.363 0.408 4.756
H 3.525 0.731 5.994
H 5.650 0.809 4.673
H 5.526 0.695 2.185
Cl 1.421 4.501 -5.473
C 1.220 3.299 -4.282
C 1.151 1.944 -4.665
C 0.967 0.980 -3.701
Cl 0.872 -0.689 -4.100
C 0.870 1.301 -2.330
O 0.659 0.359 -1.439
C 0.965 2.683 -1.937
C 0.845 3.085 -0.580
O 0.677 2.293 0.405
C 1.131 3.657 -2.948
H 1.244 1.678 -5.708
H 0.873 4.153 -0.350
H 1.200 4.700 -2.675
N -0.358 -5.194 -0.738
C 0.522 -4.120 -1.291
C 0.099 -2.690 -0.882
N 1.042 -2.036 0.056
H -0.019 -6.120 -1.047
H -1.329 -5.107 -1.078
H -0.377 -5.202 0.293
H 0.509 -4.214 -2.378
H 1.543 -4.319 -0.957
H -0.894 -2.697 -0.417
H 0.053 -2.048 -1.775
H 1.988 -2.083 -0.356
H 1.078 -2.541 0.950
C -4.420 0.210 1.902
C -3.796 0.515 0.530
C -4.196 -0.553 -0.512
C -4.234 1.911 0.054
C -2.374 0.438 0.609
N -1.224 0.252 0.591
H -5.501 0.198 1.794
H -4.158 0.977 2.624
H -4.100 -0.757 2.282
H -5.265 -0.477 -0.687
H -3.974 -1.553 -0.148
H -3.683 -0.389 -1.457
H -5.319 1.922 -0.004
H -3.835 2.141 -0.931
H -3.923 2.681 0.755
```

Computed properties:
2S+1	3
E_tot	-69892.6600	eV
net charge	+3

Atomic charges from the Löwdin analysis, expressed in e, are listed below:
1. W 1.450
2. O -0.296
3. N -0.153
4. C 0.024
5. C 0.010
6. C 0.014
7. C -0.036
8. C -0.584
9. S 0.753
10. H 0.154
11. H 0.134
12. H 0.138
13. H 0.128
14. Cl 0.799
15. C -0.639
16. C -0.041
17. C -0.557
18. Cl 0.779
19. C -0.307
20. O -0.302
21. C -0.106
22. C -0.054
23. O -0.169
24. C -0.010
25. H 0.133
26. H 0.168
27. H 0.133
28. N 0.201
29. C -0.110
30. C -0.209
31. N -0.069
32. H 0.194
33. H 0.189
34. H 0.187
35. H 0.146
36. H 0.144
37. H 0.122
38. H 0.077
39. H 0.089
40. H 0.121
41. C -0.006
42. C -0.576
43. C -0.014
44. C -0.005
45. C -0.025
46. N 0.078
47. H 0.109
48. H 0.102
49. H 0.095
50. H 0.109
51. H 0.087
52. H 0.094
53. H 0.109
54. H 0.097
55. H 0.100

=====

Entry 4:
This record from the Open Molecules 2025 dataset describes a molecular structure, C19H25CrN5O7S. The level of theory is ωB97M-V/def2-TZVPD.

```
58
Properties=species:S:1:pos:R:3
Cr -0.449 0.353 -0.282
N 0.104 -1.237 1.034
C -1.107 -1.726 1.741
C -2.398 -1.360 1.000
O -3.443 -1.957 1.267
N -2.218 -0.348 0.162
C -3.320 0.264 -0.539
C -2.763 1.319 -1.503
O -3.500 1.873 -2.300
O -1.485 1.555 -1.389
H 0.555 -1.979 0.514
H 0.783 -0.837 1.671
H -1.177 -1.220 2.703
H -1.072 -2.802 1.911
H -4.010 0.761 0.151
H -3.912 -0.456 -1.111
C 3.150 2.749 6.957
C 2.153 2.615 5.837
C 1.593 1.381 5.517
C 0.677 1.262 4.484
C 0.303 2.381 3.756
C 0.843 3.619 4.069
C 1.764 3.729 5.101
S -0.865 2.209 2.406
O -1.790 1.182 2.818
O -1.371 3.543 2.183
N 0.023 1.660 1.214
C 1.021 2.602 0.701
C 1.928 1.871 -0.288
O 3.030 2.314 -0.563
O 1.406 0.796 -0.793
H 3.336 1.787 7.436
H 2.791 3.442 7.720
H 4.103 3.132 6.589
H 1.875 0.503 6.088
H 0.226 0.305 4.249
H 0.525 4.485 3.504
H 2.185 4.700 5.339
H 1.653 3.013 1.493
H 0.555 3.443 0.175
N -0.366 -0.986 -1.907
C -0.214 -1.660 -2.827
N -0.057 -2.429 -3.878
C 1.189 -2.404 -4.642
C 0.879 -2.333 -6.130
C -0.085 -3.448 -6.534
C -1.365 -3.389 -5.701
C -1.043 -3.454 -4.215
H 1.761 -3.314 -4.420
H 1.774 -1.548 -4.310
H 1.810 -2.405 -6.694
H 0.433 -1.360 -6.351
H 0.400 -4.420 -6.385
H -0.324 -3.372 -7.596
H -2.032 -4.214 -5.960
H -1.898 -2.457 -5.907
H -0.635 -4.441 -3.961
H -1.929 -3.287 -3.605
```

Computed properties:
2S+1	4
E_tot	-81154.4789	eV
net charge	-1

Atomic charges from the Löwdin analysis, expressed in e, are listed below:
1. Cr 0.823
2. N -0.017
3. C -0.131
4. C -0.567
5. O 0.000
6. N -0.091
7. C -0.114
8. C -0.615
9. O 0.026
10. O -0.134
11. H 0.094
12. H 0.093
13. H 0.102
14. H 0.113
15. H 0.135
16. H 0.123
17. C -0.062
18. C -0.285
19. C -0.046
20. C -0.054
21. C -0.267
22. C -0.058
23. C -0.044
24. S 0.573
25. O -0.307
26. O -0.307
27. N -0.287
28. C -0.170
29. C -0.629
30. O 0.026
31. O -0.150
32. H 0.068
33. H 0.077
34. H 0.077
35. H 0.105
36. H 0.104
37. H 0.113
38. H 0.111
39. H 0.112
40. H 0.129
41. N 0.206
42. C -0.157
43. N -0.089
44. C -0.134
45. C -0.180
46. C -0.207
47. C -0.180
48. C -0.136
49. H 0.127
50. H 0.136
51. H 0.112
52. H 0.122
53. H 0.112
54. H 0.108
55. H 0.112
56. H 0.122
57. H 0.127
58. H 0.133

=====

Entry 5:
This record from the Open Molecules 2025 dataset describes a molecular structure, C19H25GdN4OS3 at a distorted geometry. The level of theory is ωB97M-V/def2-TZVPD.

```
53
Properties=species:S:1:pos:R:3
Gd 1.811 -0.222 -1.442
C -3.679 0.266 0.107
N -2.442 0.168 -0.596
C -2.668 0.227 -1.856
C -1.747 0.156 -2.961
C -2.196 -0.138 -4.254
C -1.045 -0.343 -5.041
C 0.056 -0.154 -4.107
N -0.356 0.149 -2.871
C -4.195 1.683 0.161
C -5.050 1.995 1.213
C -5.504 3.283 1.458
C -5.242 4.303 0.560
C -4.342 4.056 -0.455
C -3.821 2.787 -0.667
H -3.533 -0.048 1.159
H -4.419 -0.407 -0.332
H -3.700 0.290 -2.240
H -3.203 -0.197 -4.607
H -1.050 -0.614 -6.114
H 1.087 -0.351 -4.350
H -5.461 1.263 1.905
H -6.168 3.464 2.271
H -5.712 5.257 0.705
H -4.173 4.798 -1.233
H -3.189 2.643 -1.493
C 4.685 -4.818 -1.426
C 3.802 -3.622 -1.149
S 4.247 -2.106 -1.904
C 2.828 -3.836 -0.232
C 2.854 -5.167 0.567
S 1.505 -2.697 0.042
H 4.191 -5.732 -1.852
H 5.145 -5.150 -0.487
H 5.506 -4.496 -2.112
H 1.879 -5.368 0.965
H 3.532 -5.190 1.426
H 3.078 -6.049 -0.046
C 1.290 2.544 2.878
N 1.847 1.900 4.012
C 2.504 0.720 4.120
S 2.963 0.088 5.628
N 2.797 0.066 2.990
C 3.526 0.710 1.897
H 0.843 1.843 2.206
H 2.045 3.070 2.236
H 0.546 3.333 3.161
H 1.899 2.451 4.857
H 2.795 -0.958 3.072
H 2.908 0.880 1.005
H 4.449 0.144 1.648
H 3.821 1.664 2.358
O 2.456 1.460 -0.779
```

Computed properties:
2S+1	8
E_tot	-81453.1427	eV
net charge	-2

Atomic charges from the Löwdin analysis, expressed in e, are listed below:
1. Gd 0.727
2. C -0.249
3. N 0.040
4. C -0.188
5. C -0.341
6. C -0.127
7. C -0.130
8. C -0.260
9. N -0.067
10. C -0.177
11. C -0.072
12. C -0.115
13. C -0.124
14. C -0.101
15. C -0.008
16. H 0.115
17. H 0.108
18. H 0.116
19. H 0.069
20. H 0.064
21. H 0.051
22. H 0.106
23. H 0.081
24. H 0.085
25. H 0.099
26. H 0.086
27. C -0.189
28. C -0.845
29. S 0.482
30. C -0.779
31. C -0.152
32. S 0.468
33. H 0.078
34. H 0.064
35. H 0.051
36. H 0.036
37. H 0.074
38. H 0.052
39. C -0.101
40. N -0.066
41. C -0.940
42. S 0.419
43. N -0.067
44. C -0.094
45. H 0.081
46. H 0.092
47. H 0.093
48. H 0.100
49. H 0.120
50. H -0.018
51. H 0.095
52. H 0.080
53. O -0.924

=====

Entry 6:
This record from the Open Molecules 2025 dataset describes 3 unconnected molecules or ions with the total composition C19H25IO7S2Si. The level of theory is ωB97M-V/def2-TZVPD.

```
55
Properties=species:S:1:pos:R:3
O -1.246 -0.114 1.342
S -0.002 -0.782 1.605
O 0.549 -0.748 2.920
O 1.081 -0.131 0.620
C -0.096 -2.463 1.043
C -0.578 -2.598 -0.412
C -1.317 -3.932 -0.675
C -2.841 -3.752 -0.739
Si -3.706 -3.288 0.857
I -3.752 -5.304 2.282
C -5.449 -2.636 0.611
C -5.685 -1.281 1.303
C -4.951 -0.049 0.714
S -4.078 -0.319 -0.863
H 1.364 -0.728 -0.079
H -0.782 -2.927 1.757
H 0.896 -2.903 1.184
H 0.293 -2.533 -1.075
H -1.247 -1.766 -0.654
H -1.045 -4.655 0.104
H -0.972 -4.354 -1.625
H -3.321 -4.661 -1.122
H -3.089 -2.945 -1.442
H -2.941 -2.308 1.658
H -5.674 -2.600 -0.460
H -6.143 -3.365 1.050
H -5.372 -1.373 2.350
H -6.760 -1.081 1.317
H -4.209 0.326 1.420
H -5.668 0.758 0.549
H -2.902 0.190 -0.477
O -2.297 3.747 0.036
C -1.102 3.919 -0.066
C -0.144 2.788 -0.025
C 1.166 2.979 -0.149
C 1.726 4.338 -0.330
O 2.922 4.516 -0.449
C 0.775 5.478 -0.365
C -0.536 5.284 -0.244
H -0.560 1.799 0.099
H 1.872 2.158 -0.135
H 1.211 6.460 -0.495
H -1.251 6.096 -0.268
O 3.716 0.835 -0.807
C 4.911 1.022 -0.919
C 5.864 -0.116 -0.887
C 7.173 0.077 -1.015
C 7.734 1.441 -1.198
O 8.928 1.613 -1.320
C 6.779 2.575 -1.225
C 5.468 2.387 -1.094
H 5.429 -1.099 -0.752
H 7.890 -0.734 -0.995
H 7.214 3.558 -1.355
H 4.755 3.203 -1.102
```

Computed properties:
2S+1	1
SMILES	O=S(=O)(O)CCCC[Si@H](I)CCCS.O=C1C=CC(=O)C=C1.O=C1C=CC(=O)C=C1
E_tot	-72088.6994	eV

Atomic charges from the Löwdin analysis, expressed in e, are listed below:
1. O -0.310
2. S 0.589
3. O -0.257
4. O -0.158
5. C -0.245
6. C -0.221
7. C -0.254
8. C -0.356
9. Si 0.172
10. I 0.426
11. C -0.379
12. C -0.319
13. C -0.513
14. S 0.737
15. H 0.081
16. H 0.088
17. H 0.118
18. H 0.112
19. H 0.089
20. H 0.097
21. H 0.108
22. H 0.077
23. H 0.045
24. H -0.013
25. H 0.064
26. H 0.061
27. H 0.100
28. H 0.101
29. H 0.068
30. H 0.061
31. H -0.157
32. O 0.109
33. C -0.375
34. C 0.031
35. C 0.032
36. C -0.368
37. O 0.089
38. C 0.019
39. C 0.022
40. H 0.085
41. H 0.087
42. H 0.120
43. H 0.121
44. O 0.088
45. C -0.363
46. C 0.018
47. C 0.023
48. C -0.386
49. O 0.109
50. C 0.027
51. C 0.034
52. H 0.119
53. H 0.122
54. H 0.124
55. H 0.099